(1)
36
Properties=species:S:1:pos:R:3:nbo_charge:R:1 method="wB97M-V/def2-TZVPD" homo_lumo_gap_ev="3.847 / 3.809" e_above_lowest_kcal_mol=0.0 homo_ev="-17.80 / -17.77" charge=+3 e_tot_ha=-2876.08050
Ga -0.157 1.293 -0.830 1.266
C -0.122 2.088 1.156 0.531
O -0.060 2.333 2.284 -0.201
C -0.152 4.094 -1.511 0.475
O -0.152 5.237 -1.527 -0.288
C -2.113 1.702 -1.191 0.526
O -3.265 1.857 -1.305 -0.158
C 1.760 1.669 -1.182 0.510
O 2.902 1.868 -1.296 -0.152
C -0.151 -0.084 -5.671 -0.365
H 0.782 -0.641 -5.543 0.210
H -1.080 -0.641 -5.520 0.210
C -0.154 1.216 -5.980 -0.357
H -1.086 1.777 -6.095 0.211
H 0.775 1.776 -6.119 0.211
C -2.448 -0.837 1.243 -0.429
N -1.098 -1.124 1.728 -0.374
C -0.965 -1.198 3.172 -0.219
C 0.313 -1.897 3.519 -0.437
C 1.462 -1.223 2.814 -0.219
N 1.216 -1.292 1.385 -0.374
C 2.401 -1.295 0.523 -0.430
C -0.028 -1.077 0.904 0.773
O -0.183 -0.763 -0.351 -0.764
H -2.791 0.158 1.556 0.197
H -3.136 -1.581 1.664 0.279
H -2.494 -0.886 0.154 0.220
H -0.974 -0.177 3.592 0.201
H -1.827 -1.730 3.574 0.261
H 0.256 -2.931 3.176 0.245
H 0.473 -1.903 4.598 0.279
H 2.419 -1.704 3.032 0.264
H 1.536 -0.164 3.131 0.194
H 3.070 -0.459 0.770 0.209
H 2.953 -2.237 0.670 0.276
H 2.120 -1.222 -0.525 0.218

***

(2)
105
Properties=species:S:1:pos:R:3:mulliken_spin:R:1 method="wB97M-V/def2-TZVPD" homo_lumo_gap_ev="6.179 / 6.181" e_above_lowest_kcal_mol=10.8 homo_ev="-2.27 / -2.28" spin_multiplicity=2 charge=-2 s2=0.75 e_tot_ha=-6023.41563
Ti -1.241 0.161 1.357 0.927
C -5.568 -0.276 2.087 0.002
C -4.107 -0.014 2.315 0.024
N -3.219 -0.512 1.522 0.017
N -3.662 -1.438 0.570 0.016
C -2.703 -2.217 0.200 0.010
S -1.047 -2.200 0.708 0.000
S -3.207 -3.492 -0.956 0.000
C -4.732 -4.046 -0.145 0.001
C -4.524 -5.041 0.957 0.000
C -3.971 -4.631 2.169 0.000
C -3.751 -5.544 3.186 0.000
C -4.081 -6.882 3.011 0.000
C -4.631 -7.299 1.809 0.000
C -4.849 -6.381 0.791 0.000
C -3.646 0.713 3.523 -0.014
C -4.558 1.389 4.350 0.007
C -4.180 1.955 5.549 -0.003
C -2.853 1.837 5.966 0.003
C -1.927 1.178 5.193 -0.001
C -2.292 0.628 3.949 0.003
O -1.380 0.001 3.245 -0.037
H -5.839 -1.272 2.442 0.001
H -5.765 -0.250 1.017 0.000
H -6.194 0.448 2.594 0.000
H -5.365 -4.467 -0.930 0.000
H -5.220 -3.148 0.230 0.000
H -3.690 -3.594 2.304 0.000
H -3.310 -5.208 4.115 0.000
H -3.900 -7.594 3.806 0.000
H -4.886 -8.340 1.659 0.000
H -5.273 -6.709 -0.150 0.000
H -5.590 1.480 4.046 0.000
H -4.906 2.481 6.155 0.000
H -2.547 2.280 6.907 0.000
H -0.890 1.085 5.485 0.000
C 1.599 -2.029 -1.839 0.002
C 2.361 -0.739 -1.563 -0.015
C 2.119 0.266 -2.683 0.001
C 3.849 -1.039 -1.405 0.000
O 1.822 -0.219 -0.344 0.015
Si 2.377 0.860 0.748 0.038
S 0.829 1.627 1.848 0.014
O 3.257 1.961 -0.115 0.010
C 4.083 3.041 0.278 -0.001
C 3.640 3.645 1.607 0.000
C 5.516 2.521 0.388 0.000
C 3.970 4.081 -0.832 0.000
O 3.560 0.108 1.647 -0.002
C 3.453 -0.750 2.775 -0.007
C 2.293 -1.731 2.610 -0.012
C 3.275 0.087 4.039 0.002
C 4.775 -1.512 2.832 0.000
H 1.937 -2.473 -2.778 0.000
H 0.533 -1.823 -1.908 -0.001
H 1.759 -2.746 -1.030 0.000
H 2.439 -0.150 -3.642 0.000
H 2.668 1.189 -2.496 0.000
H 1.057 0.494 -2.745 -0.001
H 4.227 -1.509 -2.316 0.000
H 4.013 -1.720 -0.567 0.000
H 4.417 -0.130 -1.220 0.000
H 3.766 2.933 2.424 0.000
H 2.588 3.924 1.573 0.001
H 4.241 4.532 1.827 0.000
H 5.554 1.697 1.100 0.000
H 6.197 3.309 0.717 0.000
H 5.853 2.150 -0.582 0.000
H 2.931 4.394 -0.939 0.000
H 4.294 3.650 -1.780 0.000
H 4.583 4.959 -0.615 0.000
H 1.335 -1.208 2.644 0.018
H 2.305 -2.474 3.410 0.001
H 2.369 -2.247 1.652 -0.003
H 2.372 0.692 3.964 -0.002
H 4.133 0.750 4.171 0.000
H 3.195 -0.560 4.916 0.000
H 4.914 -2.091 1.919 0.000
H 4.797 -2.192 3.685 0.000
H 5.606 -0.809 2.920 0.000
F -3.376 1.817 -0.149 0.000
C -2.101 1.965 0.360 -0.030
F -2.307 2.629 1.590 0.007
C -1.394 3.003 -0.576 0.006
F -1.023 4.111 0.101 0.000
F -0.295 2.501 -1.138 -0.001
F -2.198 3.422 -1.570 0.000
S -0.876 -0.896 -8.079 0.000
C -0.889 -0.356 -6.475 0.000
S -1.656 -1.294 -5.248 0.000
C -1.286 -0.109 -4.030 0.001
N -0.624 0.907 -4.519 0.000
N -0.400 0.752 -5.885 0.000
C 0.329 1.839 -6.452 0.000
C 0.803 1.825 -7.761 0.000
C 1.512 2.915 -8.245 0.000
C 1.763 4.020 -7.451 0.000
C 1.296 4.020 -6.143 0.000
C 0.587 2.945 -5.640 0.000
S -1.747 -0.345 -2.415 0.003
H 0.619 0.970 -8.387 0.000
H 1.874 2.885 -9.267 0.000
H 2.316 4.866 -7.840 0.000
H 1.485 4.865 -5.493 0.000
H 0.234 2.943 -4.621 0.000

***

(3)
9
Properties=species:S:1:pos:R:3:nbo_charge:R:1 method="wB97M-V/def2-TZVPD" homo_lumo_gap_ev=10.923 smiles="N#C[C@@H]1N=C1N" e_above_lowest_kcal_mol=37.7 homo_ev=-10.40 e_tot_ha=-280.32074
N -0.787 2.758 -0.277 -0.311
C -0.228 1.841 0.155 0.250
C 0.449 0.654 0.658 -0.255
N 1.478 -0.001 -0.261 -0.344
C 0.367 -0.573 -0.095 0.406
N -0.384 -1.630 -0.440 -0.789
H 0.643 0.653 1.730 0.223
H -1.345 -1.634 -0.141 0.409
H -0.193 -2.068 -1.329 0.410

***

(4)
59
Properties=species:S:1:pos:R:3:mulliken_spin:R:1 method="wB97M-V/def2-TZVPD" homo_lumo_gap_ev="6.972 / 4.597" homo_ev="-19.68 / -19.83" spin_multiplicity=5 charge=+4 s2=6.03 e_tot_ha=-1389.99610
Os -0.466 -0.562 -1.177 2.702
C -6.165 2.657 1.563 -0.001
C -4.870 1.944 1.305 0.020
C -3.808 1.981 2.204 0.016
C -2.585 1.288 2.034 0.002
C -1.763 1.408 3.221 -0.003
N -0.841 0.689 3.782 0.007
C -0.277 -0.633 3.461 0.005
C 1.116 -0.800 4.067 0.001
C 2.201 0.155 3.581 -0.004
N 2.416 0.010 2.123 0.031
C 3.532 0.093 1.500 0.004
C 3.689 -0.042 0.050 0.056
C 4.954 0.072 -0.471 0.159
C 5.208 -0.060 -1.871 0.194
C 6.562 0.063 -2.420 0.019
C 4.094 -0.357 -2.720 0.143
C 2.815 -0.470 -2.241 0.008
C 1.758 -0.829 -3.192 0.056
N 0.501 -0.954 -2.965 -0.021
C -0.350 -1.395 -4.116 -0.039
C -1.440 -2.335 -3.637 0.058
C -2.648 -1.634 -3.056 -0.026
N -2.330 -0.776 -1.865 -0.048
C -3.365 -0.186 -1.329 0.024
C -3.427 0.563 -0.116 0.048
C -4.658 1.196 0.159 -0.004
C -2.367 0.607 0.812 0.062
O -1.185 0.054 0.523 0.128
C 2.570 -0.296 -0.835 0.089
O 1.396 -0.388 -0.334 0.252
H -6.127 3.227 2.489 0.000
H -6.983 1.939 1.640 0.002
H -6.390 3.346 0.749 0.002
H -3.942 2.557 3.113 0.001
H -2.030 2.265 3.832 0.000
H -0.566 1.034 4.698 0.000
H -0.313 -0.763 2.383 -0.004
H -0.938 -1.383 3.901 0.000
H 1.424 -1.834 3.901 0.000
H 1.061 -0.691 5.153 0.000
H 3.144 -0.054 4.084 0.001
H 1.951 1.204 3.755 0.002
H 1.590 -0.148 1.550 -0.035
H 4.427 0.272 2.091 0.001
H 5.797 0.273 0.181 0.004
H 7.255 0.560 -1.746 0.002
H 6.561 0.543 -3.402 0.021
H 6.952 -0.957 -2.599 0.071
H 4.293 -0.499 -3.777 0.002
H 2.107 -1.030 -4.204 -0.003
H 0.299 -1.887 -4.839 -0.003
H -0.761 -0.496 -4.582 0.003
H -1.029 -3.073 -2.939 0.001
H -1.790 -2.913 -4.494 0.000
H -3.383 -2.372 -2.733 -0.001
H -3.114 -0.987 -3.802 0.001
H -4.306 -0.303 -1.864 -0.005
H -5.454 1.108 -0.574 0.001

***

(5)
23
Properties=species:S:1:pos:R:3:nbo_charge:R:1 method="wB97M-V/def2-TZVPD" homo_lumo_gap_ev=6.707 e_above_lowest_kcal_mol=22.0 homo_ev=-12.00 charge=+1 e_tot_ha=-935.63306
C 2.571 -2.265 -0.925 -0.167
C 1.514 -3.112 -1.025 -0.178
C 2.353 -0.968 -0.526 -0.166
C 0.219 -2.649 -0.756 -0.205
C -2.133 1.064 1.174 -0.358
C 0.989 0.938 0.283 -0.457
C -2.239 2.410 0.701 -0.269
C 1.133 -0.458 -0.276 -0.062
C -1.611 0.104 0.492 0.741
C 1.340 1.368 1.445 -0.047
C 0.059 -1.368 -0.321 0.220
C -2.688 2.726 -0.519 -0.293
O -1.248 -0.893 -0.192 -0.334
S 1.610 2.163 2.731 0.291
H 3.655 -2.527 -1.009 0.247
H 1.505 -4.112 -1.382 0.240
H 3.367 -0.428 -0.336 0.247
H -0.567 -3.329 -0.890 0.246
H -2.340 0.932 2.305 0.337
H 0.188 1.508 -0.218 0.257
H -1.928 3.195 1.403 0.254
H -3.129 1.935 -1.196 0.212
H -2.620 3.765 -0.961 0.245

***

(6)
74
Properties=species:S:1:pos:R:3:mulliken_charge:R:1 method="wB97M-V/def2-TZVPD" homo_lumo_gap_ev=7.937 e_above_lowest_kcal_mol=632.6 homo_ev=-8.02 e_tot_ha=-3312.51383
C -5.758 13.826 -15.554 -0.069
N -6.368 14.857 -16.481 1.183
O -5.610 15.385 -17.261 -0.574
O -7.512 15.072 -16.442 -0.631
H -4.890 14.279 -15.074 0.245
H -5.702 12.899 -16.125 -0.248
H -6.570 13.786 -14.827 0.513
C -5.232 10.690 -16.316 -2.087
N -5.820 10.457 -15.025 0.795
O -6.393 11.355 -14.425 -0.619
O -5.856 9.338 -14.700 -0.395
H -5.290 9.880 -17.043 0.407
H -4.189 10.680 -15.997 -0.659
H -5.734 11.543 -16.773 1.400
C -7.960 8.644 -15.045 -0.515
C -9.375 8.603 -15.627 -1.201
C -9.295 9.338 -16.977 -0.837
S -7.593 9.021 -17.656 1.215
O -6.907 10.325 -17.781 -0.644
O -7.638 8.033 -18.699 -0.755
C -7.028 8.218 -16.137 -0.181
H -7.920 8.118 -14.091 0.590
H -7.654 9.632 -14.700 0.018
H -10.004 9.193 -14.960 0.434
H -9.732 7.575 -15.570 0.316
H -9.389 10.422 -16.917 0.402
H -10.115 9.027 -17.623 0.449
H -5.958 8.295 -15.946 0.001
H -7.126 7.169 -16.416 0.797
C -5.145 10.510 -12.828 -0.086
C -3.613 10.501 -13.254 -0.070
C -2.862 9.389 -12.569 -0.518
S -3.698 9.287 -10.896 1.179
O -2.968 9.867 -9.840 -0.708
O -4.317 7.991 -10.664 -0.675
C -5.132 10.343 -11.316 -1.079
H -5.602 9.631 -13.283 -0.365
H -5.634 11.435 -13.133 0.511
H -3.082 11.362 -12.849 0.589
H -3.512 10.468 -14.338 -0.241
H -1.843 9.516 -12.205 0.786
H -3.242 8.458 -12.989 -0.979
H -4.808 11.289 -10.882 0.421
H -6.076 9.916 -10.977 0.421
C -1.980 13.565 -19.070 -0.590
C -2.805 14.811 -19.092 -0.621
C -4.261 14.412 -18.582 -0.852
S -3.941 13.246 -17.166 1.187
O -4.890 12.105 -17.225 -0.416
O -3.808 14.044 -15.969 -0.802
C -2.147 12.726 -17.815 -0.617
H -0.958 13.897 -19.247 0.328
H -2.282 13.016 -19.962 0.338
H -2.764 15.282 -20.074 0.348
H -2.482 15.508 -18.319 0.345
H -4.744 13.846 -19.378 0.330
H -5.035 15.147 -18.358 0.378
H -2.191 11.687 -18.139 0.250
H -1.391 12.788 -17.032 0.532
C -4.615 6.662 -12.583 -0.427
C -6.123 6.429 -12.653 -0.950
C -6.421 6.048 -14.036 -0.318
S -4.957 6.407 -15.207 0.855
O -5.419 7.214 -16.323 -0.526
O -4.180 5.196 -15.393 -0.747
C -4.155 7.521 -13.854 0.661
H -4.144 5.679 -12.602 0.548
H -4.495 7.081 -11.584 0.094
H -6.738 7.239 -12.262 0.253
H -6.298 5.501 -12.110 0.467
H -7.267 6.609 -14.432 -0.050
H -6.752 5.035 -14.265 0.787
H -4.679 8.469 -13.974 -0.264
H -3.100 7.788 -13.909 0.946